Density functional theory data (ωB97M-V/def2-TZVPD) for a molecular structure, C6H12ClN4O2Pd at a distorted geometry.

- net charge = +3
- orbital gap (eV) = 8.76
- LUMO level (Ha) = -0.48531
- DFT total energy (eV) = -32440.6041
- HOMO energy (eV) = -21.96

Last column: natural (NBO) charge in e.
Positions of all 26 atoms, in Å:
H1 -1.232350 4.549462 -1.792430  0.322
H2 -0.730363 3.211772 1.932450  0.262
H3 1.659429 -0.771026 -1.202121  0.436
N1 0.734114 2.840023 0.163897  -0.338
Pd1 -0.191849 -0.065239 0.528262  0.964
C1 0.480256 3.967772 -0.494479  0.156
H4 1.173183 4.799632 -0.464506  0.307
H5 -2.051023 2.034202 -1.207195  0.286
H6 0.166511 -0.977745 -1.893515  0.437
H7 1.143173 -3.117150 -1.288238  0.457
H8 0.458263 -5.964869 0.907232  0.276
H9 -2.324370 2.640243 1.142197  0.268
C2 0.672230 -5.122597 0.260769  -0.274
N2 0.722177 -2.452627 -0.650519  -0.467
C3 -0.743583 3.820258 -1.164944  -0.276
C4 0.199636 -2.778390 0.562253  0.931
H10 1.744861 -5.001142 0.124453  0.221
Cl1 -1.348233 0.981833 2.534471  0.279
O1 -0.283711 -1.840702 1.297062  -0.589
C5 -1.379440 2.403455 1.615940  -0.077
H11 1.575052 2.609426 0.682036  0.471
N3 0.701557 -1.082394 -1.028777  -0.586
O2 0.159283 -3.950285 1.013087  -0.380
N4 -0.259031 1.917505 -0.034448  -0.335
H12 0.118228 -5.205471 -0.672057  0.219
C6 -1.164002 2.554053 -0.870880  0.032

Atomic forces in eV per Å
H -0.010 0.026 0.019
H -0.044 0.011 0.097
H 0.030 0.014 -0.006
N 0.615 0.360 -0.614
Pd -0.240 -0.492 0.793
C 0.215 -0.226 0.034
H -0.014 0.033 0.013
H -0.016 -0.028 0.086
H -0.005 -0.046 -0.046
H -0.006 -0.045 -0.001
H 0.013 -0.001 0.005
H -0.131 -0.032 0.257
C -0.027 0.053 0.040
N -0.189 -0.070 0.398
C -0.041 -0.142 -0.077
C 0.072 0.411 -0.265
H 0.003 -0.023 0.009
Cl 0.166 -0.344 -0.035
O 0.254 0.089 -0.601
C 0.237 -0.306 -0.934
H -0.005 -0.020 0.037
N -0.032 -0.089 0.124
O 0.049 -0.301 -0.038
N -0.931 0.859 1.520
H -0.006 -0.010 -0.001
C 0.046 0.320 -0.814

Density functional theory data (ωB97M-V/def2-TZVPD) for 2 unconnected molecules or ions with the total composition C31H28BF8N3O at a distorted geometry.

- orbital gap (eV) = 4.01
- LUMO level (Ha) = -0.09663
- DFT total energy (eV) = -61538.5252
- HOMO energy (eV) = -6.64

Last column: Mulliken charge in e.
Positions of all 72 atoms, in Å:
H1 1.585925 2.054648 -3.247741  0.350
H2 3.823641 -1.732626 -5.454091  0.399
O1 -3.758909 2.442268 2.635704  -0.672
H3 0.039830 4.240793 0.236374  0.457
C1 4.443234 -2.571770 0.867514  0.191
H4 -3.326109 4.738165 2.027371  0.397
C2 -3.024262 2.256360 1.691337  0.244
C3 5.919752 -0.387015 0.045210  -0.620
H5 -4.326707 0.848940 -0.244080  0.495
C4 6.551619 -1.599599 0.356921  -0.659
H6 0.181251 2.840014 1.281871  0.429
H7 -1.671921 5.118647 1.505474  0.316
C5 2.417705 -1.545473 0.760368  -0.985
H8 0.712896 2.737490 -0.389973  0.375
C6 2.069155 1.219664 -3.722269  -0.315
F1 -8.068430 1.250397 2.764856  -0.299
N1 3.449565 -3.471760 1.246544  0.294
C7 3.332002 -0.908977 -4.964436  -0.725
F2 -3.664084 -1.946522 2.336439  -0.246
H9 4.070915 0.675549 -0.096452  0.451
C8 -1.462898 2.710263 -0.093831  0.203
C9 3.655335 0.388772 -5.314167  -0.373
H10 -1.368102 2.771112 -2.277462  0.352
H11 -3.579371 -0.723065 0.029159  0.515
B1 0.818788 -3.504925 1.525100  0.391
H12 3.279972 2.455682 -4.969052  0.409
H13 1.639250 -0.815399 0.614143  0.794
C10 -6.812889 -0.595566 3.529184  0.516
F3 -6.237109 1.732777 0.803880  -0.362
H14 4.398289 0.572773 -6.073627  0.404
C11 -2.646520 0.917988 1.079199  0.056
C12 -3.878787 0.207688 0.521215  -0.935
C13 3.658174 -4.856198 1.654325  -0.977
C14 0.739544 -0.386755 -2.353472  -0.811
F4 0.881813 -3.928312 2.850120  -0.378
N2 -1.622483 1.212846 0.022816  0.490
C15 2.230864 -2.827607 1.176002  -0.232
H15 -2.173523 0.291348 1.846880  0.439
C16 -0.045997 3.156060 0.265649  -1.621
F5 0.657509 -4.585371 0.663392  -0.399
H16 6.513825 0.452853 -0.270568  0.388
C17 3.806644 -1.356524 0.557020  0.838
H17 0.173473 1.583213 -1.883701  -0.420
H18 0.572501 -1.427554 -2.139479  0.346
C18 5.834197 -2.689596 0.764279  -0.861
H19 7.622419 -1.670084 0.274260  0.383
C19 -6.039269 0.716652 1.666467  0.086
C20 -2.604543 4.638106 1.219350  -1.025
H20 -2.994793 5.126011 0.328732  0.328
H21 -1.130711 -0.766288 -0.443405  0.425
H22 3.292745 -5.000378 2.668890  0.268
H23 4.717764 -5.096454 1.620281  0.361
H24 2.134040 -2.163768 -3.734404  0.428
C21 0.004926 0.551569 -1.651243  0.593
H25 -2.981088 2.899769 -1.593136  0.370
F6 -7.733923 -0.847086 4.475987  -0.283
C22 -0.931678 0.264200 -0.677301  0.321
H26 3.120263 -5.523316 0.984138  0.273
C23 -4.748708 -1.154997 2.428826  0.087
C24 -6.982328 0.467555 2.656236  0.467
N3 -2.384039 3.228614 0.956045  0.274
C25 2.383928 -1.151029 -3.999217  -0.391
C26 3.021855 1.447434 -4.689546  -0.774
F7 -5.539683 -2.449135 4.247002  -0.289
F8 -0.169365 -2.542451 1.325648  -0.309
C27 -1.942647 3.194096 -1.457245  -1.598
C28 -4.912758 -0.090964 1.550777  0.058
C29 4.563284 -0.250703 0.138560  -0.483
C30 -5.697430 -1.409090 3.411515  0.176
H27 6.317574 -3.618788 1.004553  0.293
C31 1.719759 -0.093725 -3.347716  0.847
H28 -1.895162 4.278552 -1.527999  0.468

Atomic forces in eV per Å
H -0.048 0.246 0.070
H 0.066 -0.151 -0.030
O 0.193 -0.246 -0.377
H -0.116 0.024 -0.127
C -0.066 -0.284 0.092
H 0.056 -0.178 -0.034
C 0.748 0.785 -0.594
C 0.442 0.089 -0.096
H 0.071 -0.086 0.003
C 0.203 0.419 -0.161
H 0.026 -0.083 0.053
H 0.030 0.127 0.101
C 0.135 0.197 -0.246
H -0.005 0.062 -0.021
C -0.145 -0.374 0.155
F 0.367 -0.287 -0.025
N 0.549 0.584 -0.227
C 0.162 -0.117 -0.192
F -0.502 0.433 -0.009
H -0.109 0.344 -0.075
C -0.141 0.505 0.257
C 0.012 -0.163 -0.015
H 0.050 0.062 0.007
H 0.093 0.088 0.097
B 1.520 -0.016 0.042
H -0.005 0.168 0.018
H -0.078 0.040 0.096
C -0.245 -0.104 0.270
F 0.098 -0.305 0.396
H 0.096 0.039 -0.079
C 0.665 -0.968 0.250
C 0.015 -0.012 -0.877
C -0.178 0.386 -0.081
C -0.898 0.509 1.002
F -0.552 -0.316 0.635
N 0.314 -0.745 -0.329
C -0.122 -0.264 0.042
H -0.096 0.075 -0.099
C 0.095 -0.214 0.089
F -0.645 -0.752 -0.435
H 0.221 0.182 -0.073
C 0.218 0.684 -0.243
H 0.110 0.172 -0.065
H -0.038 -0.410 0.179
C -0.754 -0.528 0.232
H 0.236 -0.017 -0.015
C -0.141 -0.440 0.335
C 0.304 -0.088 -0.309
H -0.079 0.117 -0.023
H -0.210 -0.381 0.433
H -0.045 -0.048 0.011
H 0.041 0.085 -0.029
H -0.030 -0.240 0.115
C 1.068 0.040 -1.241
H -0.097 -0.037 -0.026
F 0.526 0.169 -0.544
C -1.620 1.796 1.745
H -0.049 -0.050 0.021
C -0.226 0.036 0.177
C -0.341 0.496 -0.248
N -0.269 -1.328 0.100
C -0.465 0.143 0.441
C -0.083 0.309 0.066
F -0.099 0.489 -0.348
F -1.135 0.576 -0.155
C -0.125 -0.128 -0.103
C 0.000 0.092 0.110
C -0.338 -0.662 0.208
C 0.294 -0.600 0.313
H 0.234 -0.233 0.053
C 0.712 0.248 -0.728
H 0.120 0.039 0.068

Density functional theory data (ωB97M-V/def2-TZVPD) for a gas-phase ion, C3H3N2S (charge +1) at a distorted geometry.

- net charge = +1
- orbital gap (eV) = 6.73
- LUMO level (Ha) = -0.26518
- DFT total energy (eV) = -16961.6396
- structure (SMILES) = S/N=C1/[C@@H]2C=[N+]12
- HOMO energy (eV) = -13.95

Last column: natural (NBO) charge in e.
Positions of all 9 atoms, in Å:
N1 -1.975791 -0.012260 -0.853320  -0.503
N2 0.424857 0.151484 -0.341051  -0.107
S1 -2.467977 0.289241 -2.335007  0.523
H1 -0.316332 -1.102111 1.860206  0.248
C1 -0.315425 -0.230610 1.278521  0.126
C2 0.893862 0.296665 0.857249  0.055
C3 -0.923277 -0.019321 -0.103591  0.248
H2 1.910949 0.518783 1.359974  0.311
H3 -1.224243 0.666480 -2.805023  0.099

Atomic forces in eV per Å
N 2.678 -0.789 4.455
N 2.782 -0.874 -1.681
S 1.390 0.480 -0.589
H -0.423 -1.539 0.822
C -1.284 -0.161 -1.048
C 2.487 2.454 1.989
C -5.054 1.087 -2.138
H -1.796 -0.511 -1.430
H -0.780 -0.147 -0.381

Density functional theory data (ωB97M-V/def2-TZVPD) for C3H4N2O in the gas phase at a distorted geometry.

- orbital gap (spin up / spin down) (eV) = 8.45 / 8.28
- LUMO level (spin up / spin down) (Ha) = -0.00426 / -0.02504
- DFT total energy (eV) = -8198.8768
- HOMO energy (spin up / spin down) (eV) = -8.57 / -8.96

Last column: natural (NBO) charge in e.
Positions of all 10 atoms, in Å:
H1 -0.598262 -1.807555 -0.257759  0.242
H2 -0.570318 -1.095295 1.332169  0.264
N1 -1.523897 0.780880 0.455434  -0.633
H3 -1.851528 1.693796 0.180955  0.343
C1 0.807297 0.791462 -0.665253  0.044
C2 -0.416983 0.356650 -0.023635  0.172
N2 1.343691 -1.224770 0.199246  -0.048
C3 -0.084613 -1.051136 0.353741  -0.393
O1 1.716719 -0.134620 -0.436017  -0.205
H4 1.177894 1.690587 -1.138880  0.214

Atomic forces in eV per Å
H 0.054 0.205 -0.154
H 0.834 -0.808 0.355
N -0.317 0.280 -0.539
H 0.379 0.495 -0.196
C -1.106 0.391 0.247
C 0.098 -0.029 -0.076
N -0.587 -0.624 0.620
C -0.346 -0.226 0.227
O 1.193 0.456 -0.601
H -0.203 -0.141 0.118

Density functional theory data (ωB97M-V/def2-TZVPD) for C4H4N2O2 in the gas phase at a distorted geometry.

- orbital gap (eV) = 9.45
- LUMO level (Ha) = -0.02213
- DFT total energy (eV) = -11282.8379
- structure (SMILES) = O=C1NC=CC=NO1
- HOMO energy (eV) = -10.06

Last column: natural (NBO) charge in e.
Positions of all 12 atoms, in Å:
C1 0.245570 -0.718192 -1.452920  0.053
C2 0.647121 -1.561191 0.761325  0.022
C3 -0.529693 1.222685 -0.008019  0.898
N1 -1.082394 -0.041100 -0.804180  -0.721
C4 1.028118 -1.421578 -0.559439  -0.317
O1 -0.546310 2.468294 -0.020567  -0.529
N2 -0.059576 -0.639837 1.473559  -0.055
O2 0.367178 0.610621 0.873528  -0.434
H1 0.545254 -2.555070 1.293020  0.216
H2 -1.752744 0.079893 -1.770691  0.407
H3 1.767485 -2.100299 -1.039564  0.244
H4 0.520151 -0.419611 -2.437779  0.215

Atomic forces in eV per Å
C -1.701 0.801 4.691
C -4.237 0.095 5.251
C 1.282 1.197 0.190
N 1.673 1.499 -4.377
C 0.029 0.180 -4.642
O -1.028 -5.204 -0.976
N 3.667 -1.871 -2.997
O -2.131 1.304 0.022
H 0.556 0.998 -0.897
H 2.310 0.578 3.790
H -0.185 0.794 0.687
H -0.235 -0.372 -0.742

Density functional theory data (ωB97M-V/def2-TZVPD) for a molecular structure, C5H7AgO3 at a distorted geometry.

- net charge = +1
- orbital gap (spin up / spin down) (eV) = 5.40 / 7.53
- LUMO level (spin up / spin down) (Ha) = -0.21784 / -0.21786
- 2S+1 = 2
- DFT total energy (eV) = -15427.5377
- HOMO energy (spin up / spin down) (eV) = -11.33 / -13.46

Last column: Löwdin spin population.
Positions of all 16 atoms, in Å:
H1 -1.255177 -1.682433 -0.977505  0.002
C1 -1.985614 0.437365 -0.217446  0.158
H2 0.835812 0.369140 -1.958635  0.032
Ag1 4.333237 -0.031996 2.912595  0.000
H3 -1.989234 1.366133 -0.792998  0.003
H4 -0.470017 -0.505765 -2.991007  0.033
C2 -0.648127 -0.779905 -0.841300  0.110
C3 -0.058923 -0.253080 -2.012941  0.617
C4 -0.886734 0.300813 0.719648  0.022
O1 0.168700 1.124145 0.809676  -0.001
H5 -2.884274 -0.128868 0.034323  0.007
C5 1.398616 0.572319 1.254641  0.000
H6 0.571051 -1.113209 -0.103971  0.011
H7 -0.953757 -0.399878 1.563999  0.001
O2 2.227451 1.362361 1.670905  0.000
O3 1.596994 -0.637144 0.930013  0.004

Atomic forces in eV per Å
H 0.018 0.445 0.413
C 2.487 -0.072 1.526
H -0.364 -0.082 -0.093
Ag -0.889 0.473 -0.630
H -0.182 -0.605 -0.182
H 0.195 0.136 0.260
C 0.770 -0.893 1.427
C 0.492 0.571 -0.917
C -0.235 -1.114 -0.648
O -0.732 0.397 0.037
H 0.295 0.307 -0.322
C 1.109 -0.963 -1.910
H -2.136 1.421 0.130
H -0.185 0.064 -0.562
O 0.142 0.059 1.199
O -0.784 -0.143 0.272

Density functional theory data (ωB97M-V/def2-TZVPD) for 2 unconnected molecules or ions with the total composition C5H12NO at a distorted geometry.

- net charge = +1
- orbital gap (eV) = 8.70
- LUMO level (Ha) = -0.18956
- DFT total energy (eV) = -8908.8496
- HOMO energy (eV) = -13.85

Last column: natural (NBO) charge in e.
Positions of all 19 atoms, in Å:
N1 -0.583489 1.382912 -0.361161  -0.402
C1 1.524027 0.525436 0.341345  -0.057
H1 1.785766 1.555402 0.590619  0.208
H2 0.265445 -0.402419 -1.129765  0.234
H3 0.929809 -1.965252 1.556185  0.217
H4 3.327128 -0.611624 0.268981  0.249
H5 2.464760 -2.691192 1.197250  0.239
H6 -4.697163 -0.508255 -0.799694  0.492
C2 0.416655 0.371401 -0.390062  -0.113
C3 2.401044 -0.572628 0.844823  -0.459
C4 -1.498090 1.545352 -1.255897  0.129
H7 -1.751586 0.647718 -1.801861  0.240
C5 1.752982 -1.942424 0.844212  -0.619
O1 -3.924705 0.037797 -0.600435  -0.962
H8 1.403535 -2.355070 -0.097481  0.215
H9 2.674205 -0.258492 1.850975  0.246
H10 -0.203631 2.257518 0.004062  0.431
H11 -4.235963 0.511786 0.181656  0.477
H12 -2.050729 2.472032 -1.243750  0.235

Atomic forces in eV per Å
N 1.850 1.792 -2.523
C -0.317 0.268 -0.158
H -0.224 -0.164 0.785
H -0.485 -0.555 0.628
H -0.192 0.000 -0.068
H 0.196 0.169 0.036
H 0.090 0.152 0.090
H 0.233 -0.095 -0.278
C -0.121 -0.449 0.252
C 0.176 0.089 -1.066
C -0.237 -1.140 1.420
H -0.345 0.312 -0.470
C 0.092 -0.701 0.744
O -0.336 0.128 0.305
H -0.038 0.466 -0.334
H 0.113 -0.166 0.122
H -0.504 -0.120 0.862
H 0.189 0.040 -0.002
H -0.140 -0.027 -0.344

Density functional theory data (ωB97M-V/def2-TZVPD) for C5H9NO in the gas phase.

- orbital gap (eV) = 10.16
- LUMO level (Ha) = 0.03464
- DFT total energy (eV) = -8867.1052
- structure (SMILES) = CC(=O)[C@@H]1CN1C
- HOMO energy (eV) = -9.22

Last column: natural (NBO) charge in e.
Positions of all 16 atoms, in Å:
H1 -2.619297 1.431704 1.022290  0.240
C1 -1.499006 -0.345469 0.655206  0.584
H2 -0.910084 1.724545 0.516767  0.246
H3 1.028918 1.025249 -2.406524  0.208
H4 2.318056 -0.023371 -1.790855  0.197
O1 -2.404044 -1.139460 0.806744  -0.539
H5 1.232399 -0.005683 1.529418  0.202
H6 1.869787 -1.325469 0.419975  0.196
N1 0.656202 0.241969 -0.520315  -0.407
C2 -0.225714 -0.785724 -0.010675  -0.183
C3 1.125055 -0.544533 0.587451  -0.228
C4 1.232101 0.103767 -1.850428  -0.416
H7 0.805216 -0.740883 -2.409978  0.187
C5 -1.583391 1.095513 1.105597  -0.737
H8 -1.297142 1.157627 2.162558  0.238
H9 -0.334217 -1.716177 -0.574525  0.211

Atomic forces in eV per Å
H 0.138 -0.055 0.025
C -0.131 -0.139 0.049
H -0.162 -0.093 0.176
H 0.044 -0.219 0.006
H -0.143 0.014 -0.007
O 0.282 0.284 -0.042
H -0.064 -0.142 -0.164
H -0.144 0.145 -0.051
N 0.024 0.114 -0.036
C -0.162 -0.138 -0.039
C 0.160 -0.018 0.148
C 0.088 -0.058 -0.140
H 0.119 0.110 0.131
C -0.080 0.003 0.017
H 0.001 -0.019 -0.147
H 0.030 0.209 0.073